{"formula": "C39H124O23", "method": "wB97M-V/def2-TZVPD", "total_charge": 0, "multiplicity": 1, "e_tot_ev": -89539.684, "homo_lumo_gap_ev": 9.50, "fmax_ev_per_a": 2.42, "elements": ["C", "C", "C", "O", "H", "H", "H", "H", "H", "H", "H", "H", "C", "C", "C", "O", "H", "H", "H", "H", "H", "H", "H", "H", "C", "C", "C", "O", "H", "H", "H", "H", "H", "H", "H", "H", "C", "C", "C", "O", "H", "H", "H", "H", "H", "H", "H", "H", "C", "C", "O", "H", "H", "H", "H", "H", "H", "C", "C", "O", "H", "H", "H", "H", "H", "H", "C", "C", "O", "H", "H", "H", "H", "H", "H", "C", "C", "O", "H", "H", "H", "H", "H", "H", "C", "C", "O", "H", "H", "H", "H", "H", "H", "C", "C", "O", "H", "H", "H", "H", "H", "H", "C", "C", "O", "H", "H", "H", "H", "H", "H", "C", "C", "O", "H", "H", "H", "H", "H", "H", "C", "O", "H", "H", "H", "H", "C", "O", "H", "H", "H", "H", "C", "O", "H", "H", "H", "H", "C", "O", "H", "H", "H", "H", "C", "O", "H", "H", "H", "H", "C", "O", "H", "H", "H", "H", "C", "O", "H", "H", "H", "H", "C", "O", "H", "H", "H", "H", "C", "O", "H", "H", "H", "H", "C", "O", "H", "H", "H", "H", "C", "O", "H", "H", "H", "H"], "positions_angstrom": [[7.599, -4.325, 2.083], [6.312, -3.701, 1.581], [6.363, -2.197, 1.353], [6.094, -4.249, 0.308], [7.472, -5.358, 2.407], [7.997, -3.946, 3.024], [8.390, -4.317, 1.332], [5.469, -3.944, 2.227], [6.713, -1.586, 2.185], [5.361, -1.825, 1.139], [7.060, -1.963, 0.549], [5.388, -3.819, -0.179], [-1.552, -2.724, -6.726], [-0.323, -1.945, -6.284], [0.440, -1.314, -7.391], [-0.767, -1.016, -5.365], [-1.317, -3.508, -7.446], [-2.334, -2.013, -6.990], [-2.035, -3.186, -5.865], [0.396, -2.543, -5.724], [1.301, -0.771, -7.001], [-0.229, -0.668, -7.960], [0.833, -2.015, -8.128], [-1.046, -1.439, -4.550], [-1.990, -1.333, 3.964], [-1.219, -2.204, 4.971], [-2.008, -2.424, 6.289], [-0.799, -3.380, 4.332], [-2.948, -1.778, 3.697], [-1.319, -1.330, 3.104], [-2.060, -0.310, 4.334], [-0.300, -1.683, 5.238], [-2.243, -1.517, 6.847], [-1.320, -2.940, 6.958], [-2.926, -3.008, 6.231], [-0.908, -4.141, 4.908], [0.404, 0.232, 0.812], [-0.809, 0.211, -0.159], [-0.552, 0.967, -1.454], [-1.036, -1.150, -0.550], [1.320, -0.189, 0.398], [0.116, -0.372, 1.673], [0.510, 1.276, 1.107], [-1.742, 0.526, 0.307], [-1.474, 0.853, -2.025], [0.276, 0.610, -2.067], [-0.390, 2.026, -1.254], [-0.716, -1.726, 0.148], [-5.558, 2.297, 3.415], [-4.173, 2.109, 4.118], [-4.455, 1.730, 5.507], [-5.890, 1.275, 3.232], [-5.484, 2.663, 2.391], [-6.296, 2.855, 3.991], [-3.524, 2.985, 4.143], [-3.619, 1.335, 3.587], [-3.721, 1.700, 6.125], [-1.336, 4.500, 2.325], [-1.264, 5.095, 3.737], [-0.206, 5.986, 3.793], [-1.438, 5.274, 1.564], [-2.206, 3.848, 2.251], [-0.426, 3.927, 2.142], [-1.206, 4.358, 4.538], [-2.217, 5.581, 3.945], [0.626, 5.509, 3.830], [-4.655, -1.058, -0.222], [-5.578, -0.368, 0.736], [-6.213, 0.653, -0.022], [-3.936, -0.327, -0.590], [-5.088, -1.580, -1.075], [-4.185, -1.885, 0.310], [-5.034, 0.153, 1.524], [-6.313, -1.010, 1.223], [-7.030, 0.885, 0.426], [3.414, -1.588, 4.181], [3.136, -2.240, 5.533], [3.767, -1.519, 6.530], [4.469, -1.314, 4.150], [2.794, -0.716, 3.973], [3.252, -2.276, 3.352], [3.708, -3.168, 5.535], [2.073, -2.338, 5.752], [3.587, -1.999, 7.342], [4.185, 1.096, 1.473], [3.987, 2.530, 1.978], [2.580, 2.728, 1.844], [5.263, 0.941, 1.530], [3.821, 0.950, 0.456], [3.685, 0.287, 2.006], [4.474, 3.194, 1.263], [4.316, 2.826, 2.974], [2.397, 2.923, 0.922], [-3.870, 2.936, -2.233], [-3.538, 3.218, -0.761], [-4.773, 3.149, -0.051], [-3.019, 2.737, -2.884], [-4.411, 3.730, -2.746], [-4.508, 2.064, -2.372], [-3.081, 4.198, -0.629], [-2.910, 2.417, -0.369], [-5.089, 2.260, -0.226], [1.063, 6.190, -0.036], [0.124, 5.952, -1.233], [0.475, 4.812, -1.949], [0.674, 7.061, 0.491], [2.115, 6.251, -0.316], [0.949, 5.386, 0.692], [0.062, 6.855, -1.840], [-0.860, 5.729, -0.820], [0.579, 5.011, -2.882], [-4.126, 1.181, -5.440], [-4.084, -0.207, -4.862], [-5.385, -0.657, -4.771], [-4.682, 1.884, -4.819], [-4.569, 1.213, -6.435], [-3.111, 1.572, -5.501], [-3.702, -0.108, -3.846], [-3.516, -0.890, -5.493], [-5.755, -0.359, -3.936], [4.366, 0.237, -5.231], [3.781, 1.530, -5.076], [3.726, -0.580, -5.563], [5.069, 0.336, -6.058], [4.943, -0.117, -4.377], [2.831, 1.398, -5.030], [-0.562, -4.449, 0.829], [-0.417, -3.143, 1.322], [-1.246, -4.959, 1.507], [-1.111, -4.401, -0.111], [0.366, -5.017, 0.750], [-0.348, -3.161, 2.279], [3.434, 6.169, 2.924], [2.491, 5.212, 3.378], [4.352, 5.589, 2.829], [3.141, 6.692, 2.014], [3.575, 6.922, 3.700], [2.505, 4.496, 2.739], [0.233, -5.242, -3.136], [0.933, -4.321, -3.899], [0.770, -6.166, -2.919], [-0.061, -4.835, -2.169], [-0.612, -5.560, -3.747], [0.897, -4.683, -4.787], [0.591, 1.681, 4.179], [0.303, 1.208, 5.539], [1.418, 1.151, 3.706], [-0.235, 1.556, 3.478], [0.802, 2.750, 4.166], [1.117, 1.189, 6.047], [-2.678, -3.124, -2.857], [-1.816, -1.999, -2.975], [-2.172, -3.941, -2.343], [-3.619, -2.937, -2.340], [-2.909, -3.484, -3.859], [-1.574, -1.827, -2.062], [2.189, -1.382, -2.784], [2.924, -2.554, -3.161], [2.872, -0.567, -2.547], [1.562, -1.061, -3.616], [1.463, -1.609, -2.003], [2.281, -3.259, -3.267], [-3.752, -5.087, 3.170], [-5.080, -5.564, 3.094], [-3.045, -5.889, 2.960], [-3.577, -4.357, 2.381], [-3.372, -4.631, 4.084], [-5.691, -4.826, 3.148], [-0.162, 2.287, -5.013], [0.834, 1.251, -5.150], [-0.935, 1.980, -4.309], [0.331, 3.184, -4.638], [-0.611, 2.462, -5.991], [0.411, 0.412, -5.344], [2.805, -2.973, 0.231], [3.873, -2.848, -0.717], [1.792, -2.944, -0.170], [3.000, -3.928, 0.719], [2.869, -2.116, 0.903], [3.544, -2.589, -1.581], [2.969, 2.676, -2.188], [2.343, 3.245, -1.017], [2.862, 3.281, -3.088], [4.038, 2.485, -2.086], [2.424, 1.767, -2.443], [1.566, 3.744, -1.281]]}

{"formula": "C39H15F15GeMoN4O2S2", "method": "wB97M-V/def2-TZVPD", "total_charge": 2, "multiplicity": 3, "s2": 2.02, "e_tot_ev": -171530.045, "homo_lumo_gap_ev": [6.76, 6.60], "fmax_ev_per_a": 1.22, "elements": ["Mo", "O", "S", "O", "N", "C", "C", "C", "C", "C", "C", "C", "C", "N", "C", "C", "C", "C", "C", "C", "C", "H", "H", "H", "H", "H", "H", "H", "H", "H", "H", "H", "F", "C", "C", "C", "F", "C", "F", "C", "F", "C", "F", "Ge", "S", "C", "C", "F", "C", "F", "C", "F", "C", "F", "C", "F", "C", "C", "F", "C", "F", "C", "F", "C", "F", "C", "F", "N", "C", "C", "C", "C", "C", "N", "C", "H", "H", "H", "H"], "positions_angstrom": [[0.867, -0.075, 1.437], [2.584, 1.177, 1.997], [1.767, 2.304, 2.550], [1.744, 2.487, 3.961], [0.322, 1.689, 1.999], [-0.979, 1.869, 2.535], [-1.454, 2.944, 3.223], [-2.791, 2.948, 3.688], [-3.614, 1.885, 3.466], [-3.120, 0.734, 2.801], [-3.873, -0.442, 2.617], [-3.289, -1.550, 2.060], [-1.955, -1.490, 1.657], [-1.218, -0.388, 1.766], [-1.794, 0.731, 2.350], [2.121, 3.763, 1.720], [2.283, 3.742, 0.332], [2.545, 4.939, -0.302], [2.643, 6.115, 0.438], [2.485, 6.112, 1.818], [2.219, 4.926, 2.480], [-0.818, 3.801, 3.404], [-3.155, 3.813, 4.225], [-4.639, 1.895, 3.812], [-4.907, -0.467, 2.940], [-3.836, -2.473, 1.928], [-1.479, -2.353, 1.221], [2.219, 2.816, -0.224], [2.685, 4.960, -1.375], [2.854, 7.047, -0.070], [2.576, 7.032, 2.379], [2.104, 4.893, 3.555], [2.588, 1.381, -3.105], [1.647, 1.241, -4.048], [0.552, 0.417, -3.843], [-0.373, 0.325, -4.873], [-1.433, -0.484, -4.726], [-0.237, 1.015, -6.057], [-1.137, 0.907, -7.019], [0.870, 1.832, -6.228], [1.022, 2.502, -7.351], [1.815, 1.948, -5.223], [2.867, 2.735, -5.392], [0.207, -0.663, -2.291], [1.667, -0.011, -0.662], [-1.616, -0.461, -1.644], [-2.615, -1.356, -2.005], [-2.325, -2.439, -2.724], [-3.936, -1.182, -1.628], [-4.860, -2.062, -1.972], [-4.284, -0.078, -0.871], [-5.538, 0.098, -0.494], [-3.318, 0.840, -0.496], [-3.649, 1.896, 0.244], [-2.012, 0.636, -0.891], [-1.117, 1.561, -0.507], [0.617, -2.540, -2.563], [0.548, -3.416, -1.500], [0.173, -2.952, -0.278], [0.802, -4.765, -1.601], [0.732, -5.551, -0.530], [1.120, -5.288, -2.844], [1.356, -6.576, -2.975], [1.181, -4.452, -3.946], [1.478, -4.953, -5.129], [0.934, -3.097, -3.793], [1.021, -2.334, -4.880], [3.403, -5.927, 1.189], [2.958, -5.079, 1.821], [2.377, -3.989, 2.561], [2.204, -4.026, 3.940], [1.641, -2.928, 4.574], [1.243, -1.851, 3.818], [1.399, -1.822, 2.475], [1.980, -2.864, 1.859], [2.511, -4.897, 4.502], [1.513, -2.906, 5.646], [0.788, -0.983, 4.279], [2.142, -2.789, 0.795]]}

{"formula": "C39H26Cl2IN7O8V", "method": "wB97M-V/def2-TZVPD", "total_charge": -2, "multiplicity": 4, "s2": 3.78, "relative_energy_kj_mol": 130.4, "e_tot_ev": -126512.601, "homo_lumo_gap_ev": [3.85, 6.53], "fmax_ev_per_a": 6.88, "elements": ["V", "Cl", "C", "C", "C", "N", "C", "O", "C", "C", "C", "C", "C", "N", "C", "C", "C", "Cl", "N", "C", "O", "C", "C", "C", "C", "C", "N", "H", "H", "H", "H", "H", "H", "H", "H", "H", "H", "C", "C", "N", "C", "C", "C", "O", "C", "C", "N", "C", "C", "C", "C", "C", "C", "I", "C", "O", "H", "H", "H", "H", "H", "H", "H", "H", "H", "H", "H", "H", "O", "C", "O", "C", "C", "C", "C", "C", "C", "N", "O", "O", "H", "H", "H", "H"], "positions_angstrom": [[0.992, 0.192, 0.545], [1.688, 1.375, 7.243], [2.028, 1.157, 5.554], [0.989, 0.801, 4.709], [1.226, 0.574, 3.354], [0.291, 0.079, 2.440], [-0.674, -0.733, 2.952], [-0.807, -1.045, 4.140], [-1.666, -1.362, 2.009], [-2.247, -2.571, 2.402], [-3.253, -3.110, 1.627], [-3.640, -2.433, 0.477], [-2.991, -1.253, 0.165], [-2.030, -0.724, 0.914], [2.525, 0.808, 2.840], [3.565, 1.138, 3.707], [3.313, 1.302, 5.060], [4.638, 1.671, 6.125], [2.622, 0.633, 1.461], [3.804, 0.637, 0.807], [4.927, 0.831, 1.269], [3.646, 0.368, -0.657], [4.752, 0.341, -1.496], [4.561, 0.117, -2.847], [3.269, -0.090, -3.312], [2.224, -0.073, -2.404], [2.405, 0.162, -1.108], [0.002, 0.677, 5.117], [-1.907, -3.039, 3.314], [-3.736, -4.036, 1.916], [-4.437, -2.813, -0.149], [-3.250, -0.693, -0.731], [4.564, 1.248, 3.327], [5.726, 0.503, -1.059], [5.400, 0.106, -3.531], [3.073, -0.262, -4.361], [1.204, -0.254, -2.722], [2.349, 3.297, -1.513], [1.029, 2.831, -2.059], [0.767, 3.032, -3.337], [-0.421, 2.636, -3.815], [-1.476, 2.249, -3.022], [-2.812, 1.941, -3.636], [-3.775, 2.983, -3.443], [-1.277, 2.167, -1.628], [-2.371, 2.138, -0.681], [-2.167, 2.375, 0.556], [-3.106, 2.360, 1.549], [-4.303, 1.624, 1.537], [-5.155, 1.623, 2.624], [-4.849, 2.345, 3.767], [-3.681, 3.097, 3.813], [-2.837, 3.102, 2.723], [-1.137, 4.349, 2.713], [0.090, 2.216, -1.187], [0.470, 1.659, -0.080], [3.186, 2.848, -2.051], [2.425, 3.048, -0.456], [2.421, 4.381, -1.624], [-0.527, 2.683, -4.895], [-3.244, 1.043, -3.190], [-2.679, 1.761, -4.709], [-3.300, 3.819, -3.496], [-3.388, 2.080, -1.089], [-4.533, 1.034, 0.658], [-6.073, 1.048, 2.583], [-5.515, 2.323, 4.620], [-3.436, 3.671, 4.696], [-0.178, -1.088, -0.982], [0.599, -1.972, -0.532], [1.280, -1.731, 0.522], [0.781, -3.229, -1.282], [-0.217, -3.659, -2.173], [-0.006, -4.726, -3.013], [1.244, -5.383, -3.015], [2.244, -4.964, -2.110], [2.004, -3.914, -1.254], [1.501, -6.396, -3.929], [2.653, -6.934, -3.944], [0.579, -6.751, -4.732], [-1.157, -3.122, -2.188], [-0.766, -5.069, -3.698], [3.195, -5.476, -2.125], [2.774, -3.577, -0.570]]}